Entry 1:
A single CHNO3S3 molecule, computed with the ωB97M-V functional and the def2-TZVPD basis.

Results
Net charge: 0
Lowest unoccupied orbital energy: -0.8 eV
Energy above the lowest of the compared OMol25 structures with the same formula, charge and spin: 221.91 kJ/mol
Strongest force on any atom: 3.2 eV/A
Gap between HOMO and LUMO: 8.7 eV
E: -1513.61993 a.u.

Cartesian coordinates (Å):
S: -0.63586 0.72494 1.41654
S: -1.17096 2.40959 -0.08022
S: 0.61996 -1.50951 1.52581
O: -0.05153 -2.70468 1.08279
O: -0.21443 -0.57810 2.54577
O: 0.82538 3.07549 1.74854
N: 0.35422 -0.01448 0.37089
C: 0.06817 2.43175 1.17038
H: 0.22769 0.20441 -0.61594

=====

Entry 2:
A single C12H23N3O3 molecule, computed with the ωB97M-V functional and the def2-TZVPD basis.

Results
Net charge: 0
Lowest unoccupied orbital energy: 0.5 eV
Energy above the lowest of the compared OMol25 structures with the same formula, charge and spin: 0.00 kJ/mol
Strongest force on any atom: 2.6 eV/A
Gap between HOMO and LUMO: 9.6 eV
E: -861.09773 a.u.

Cartesian coordinates (Å):
O: 2.03255 -0.94685 2.20008
O: 0.43703 1.69100 -1.14133
O: -3.16773 0.20615 0.96915
N: 2.29494 1.27219 1.87678
N: -2.26758 1.72387 -0.44507
N: 0.19049 -0.05704 0.27187
C: 2.22549 1.32729 0.40851
C: -0.66775 -2.98086 -3.16940
C: -1.15731 -0.47898 -0.14830
C: -1.12494 -3.49410 -0.76453
C: 0.84366 1.00565 -0.20081
C: -2.27410 0.55526 0.16855
C: 2.25365 0.18260 2.64738
C: -1.23599 -1.06878 -1.56112
C: 2.76511 2.69323 -0.09766
C: -3.28034 2.74455 -0.36896
C: -0.53024 -2.43418 -1.73281
C: 2.46631 0.34039 4.13553
H: 2.75257 -0.62665 4.64385
H: -0.94885 -3.25747 0.27173
H: 0.60967 -0.56574 1.06190
H: -0.78132 -0.35422 -2.28265
H: -0.07260 -3.89957 -3.32331
H: -2.17966 -3.53062 -0.93292
H: -1.46769 -1.29571 0.51320
H: -4.19025 2.43824 -0.91059
H: -0.67098 -4.45628 -0.98417
H: 2.00216 3.43244 0.17907
H: -2.28923 -1.13224 -1.82753
H: -0.30192 -2.22306 -3.87377
H: 2.50484 2.16193 2.34740
H: 3.71882 2.90756 0.39580
H: 3.25475 1.06454 4.34509
H: 2.91790 0.60833 0.00548
H: 2.87144 2.68313 -1.22464
H: -3.50913 2.93420 0.65852
H: -1.48468 1.88936 -1.07231
H: -2.87383 3.68294 -0.76143
H: 0.52138 -2.31253 -1.50087
H: 1.54512 0.66961 4.57732
H: -1.73172 -3.09958 -3.35303

=====

Entry 3:
C41H36CaClN10O4PS2 as an isolated structure, computed with the ωB97M-V functional and the def2-TZVPD basis.

Results
Net charge: -2
Lowest unoccupied orbital energy: 3.7 eV
Energy above the lowest of the compared OMol25 structures with the same formula, charge and spin: 66.88 kJ/mol
Strongest force on any atom: 2.1 eV/A
Gap between HOMO and LUMO: 5.5 eV
E: -4708.35445 a.u.

Cartesian coordinates (Å):
Ca: 0.10925 0.19673 -0.87186
Cl: 0.94334 -2.22957 -7.82635
S: 4.02524 -0.54745 1.47980
S: 2.14654 -2.08164 -1.06502
P: 3.32001 -2.12965 0.53434
O: 4.67468 -3.03700 0.25679
O: 0.01564 1.42675 -2.76651
O: 2.55360 -3.13404 1.55072
O: -0.48957 -1.27248 -2.24186
N: 0.20928 -0.25832 1.26935
N: -1.65948 7.53602 4.48113
N: 1.96722 1.49516 -0.80300
N: 0.37181 0.70725 3.49794
N: 4.14059 3.16709 -0.41474
N: -2.48866 0.58156 -1.02397
N: -0.50360 2.19727 -0.01111
N: 0.20335 0.20404 5.89540
N: -9.02785 -2.64723 1.10994
N: -4.90418 1.98143 -1.61201
C: -2.82129 1.85030 -0.41045
C: -2.51905 7.27370 3.49887
C: -0.35148 5.67859 3.71425
C: 2.95938 3.41353 0.13916
C: -0.08919 -1.45544 -3.42487
C: 4.23709 2.06535 -1.14436
C: 0.09579 -2.77835 -3.95480
C: -1.24468 5.41750 2.67473
C: 3.08094 -3.46079 2.84463
C: -4.10559 2.36414 -0.64153
C: -0.59980 6.73408 4.57333
C: -1.78769 2.55289 0.25529
C: 0.15329 0.99659 -3.90512
C: -6.09616 -0.73893 1.35540
C: 1.91258 -3.60607 3.79948
C: -5.86425 -2.44671 -0.33469
C: 5.48922 -2.57764 -2.02640
C: -4.79030 -0.34893 1.13473
C: 0.50243 2.92341 0.47976
C: 0.17937 -0.37294 -4.33861
C: 3.15000 1.22670 -1.33524
C: -4.56379 -2.03816 -0.55094
C: -7.96422 -2.25964 0.89882
C: 0.59025 -1.91387 -6.14027
C: 0.31723 0.11464 2.37626
C: -3.21341 0.37473 -2.22782
C: -2.03989 3.63699 1.14007
C: 1.85213 2.58356 -0.03595
C: 4.41794 -4.79718 -1.41316
C: -1.00185 4.32815 1.71149
C: 0.31516 3.98128 1.35075
C: 0.42374 -2.99879 -5.26073
C: -4.35146 1.04017 -2.47258
C: 0.28425 0.38480 4.74778
C: 3.89731 -4.74787 2.76985
C: -3.99667 -1.00301 0.19282
C: 5.23941 -3.60686 -0.92397
C: -2.36289 6.24667 2.58531
C: -6.64114 -1.80230 0.63146
C: 0.48397 -0.63182 -5.68798
C: -2.58402 -0.57161 -0.07238
H: 3.39263 -4.47404 -1.58481
H: 3.72430 -2.64074 3.17402
H: 5.20356 1.84968 -1.58258
H: 4.83469 -5.18394 -2.34653
H: 1.38405 -2.66503 3.90090
H: -2.09492 -0.25706 0.84687
H: -6.70705 -0.23944 2.09597
H: -4.89064 0.89767 -3.40286
H: 6.21393 -3.96847 -0.57539
H: -2.81258 -0.37881 -2.89817
H: 0.55782 -4.00395 -5.64024
H: 4.77082 -4.60051 2.13803
H: 6.20494 -2.97429 -2.75081
H: 0.29142 1.73158 -4.72666
H: 4.42009 -5.59185 -0.66499
H: -3.08938 6.10653 1.79618
H: 2.27411 -3.89972 4.78569
H: -3.95827 -2.54119 -1.29506
H: -2.01970 -1.39847 -0.50933
H: 1.21614 -4.36108 3.42790
H: -3.37920 7.93391 3.44274
H: 4.22530 -5.03486 3.77131
H: -6.28432 -3.27255 -0.89405
H: 1.14913 4.53309 1.75475
H: 0.51538 5.04848 3.85961
H: 0.08446 6.95565 5.38594
H: 0.64098 0.20546 -6.35872
H: 5.89056 -1.66677 -1.57829
H: -3.05914 3.87155 1.41454
H: 2.89847 4.32739 0.71523
H: 4.55915 -2.33203 -2.53016
H: -4.47770 3.19407 -0.04072
H: 3.28696 -5.55177 2.35094
H: -0.01383 -3.60229 -3.26093
H: -4.36783 0.46755 1.70613
H: 3.21575 0.32946 -1.93779

=====

Entry 4:
A 2-piece molecular cluster, CH6N2O overall, computed with the ωB97M-V functional and the def2-TZVPD basis.

Results
Net charge: 0
Lowest unoccupied orbital energy: 0.3 eV
Energy above the lowest of the compared OMol25 structures with the same formula, charge and spin: 339.69 kJ/mol
Strongest force on any atom: 4.1 eV/A
Gap between HOMO and LUMO: 10.0 eV
E: -226.33816 a.u.

Cartesian coordinates (Å):
O: 1.76581 0.61298 -0.19111
N: -0.22269 -0.53398 -0.43368
N: -1.83400 0.48134 0.13081
C: 0.87817 -0.27788 0.42060
H: -0.68224 -1.41409 -0.21615
H: -2.31874 0.43117 -0.76063
H: 1.80417 0.38808 -1.12968
H: -1.39383 1.39934 0.17496
H: 1.38572 -1.24482 0.61080
H: 0.61763 0.15788 1.39407

=====

Entry 5:
A single H4N2 molecule, computed with the ωB97M-V functional and the def2-TZVPD basis.

Results
Net charge: 0
Lowest unoccupied orbital energy: 1.2 eV
Energy above the lowest of the compared OMol25 structures with the same formula, charge and spin: 88.09 kJ/mol
Strongest force on any atom: 4.0 eV/A
Gap between HOMO and LUMO: 10.4 eV
E: -111.83163 a.u.

Cartesian coordinates (Å):
N: -0.74921 0.38437 0.11584
N: 0.67619 -0.12077 -0.33231
H: -0.99608 -0.53132 0.74587
H: 1.31425 0.72054 -0.19519
H: 1.08381 -0.73888 0.48172
H: -1.32896 0.28607 -0.81593

=====

Entry 6:
A 2-piece molecular cluster, C8H7NO2 overall, computed with the ωB97M-V functional and the def2-TZVPD basis.

Results
Net charge: 0
Lowest unoccupied orbital energy: 0.8 eV
Energy above the lowest of the compared OMol25 structures with the same formula, charge and spin: 387.91 kJ/mol
Strongest force on any atom: 4.7 eV/A
Gap between HOMO and LUMO: 10.1 eV
E: -514.15381 a.u.

Cartesian coordinates (Å):
O: -3.31002 -1.03940 -0.35807
O: -1.80418 -0.40236 -2.03668
N: 0.06257 -0.30488 0.11741
C: 0.82558 -1.26431 -0.41937
C: -2.26964 -0.40264 -0.99324
C: 2.04172 1.12937 0.15388
C: 2.79639 0.11182 -0.39973
C: 2.16218 -1.10631 -0.70314
C: -2.55048 0.01865 0.28968
C: -2.65641 0.77415 1.41577
C: 0.63094 0.85146 0.40529
H: 3.86825 0.24000 -0.49151
H: -1.88141 1.40749 1.54623
H: 0.33401 -2.20038 -0.79771
H: -0.02524 1.59662 0.63879
H: 2.68869 -2.09308 -0.95336
H: 2.40576 2.09666 0.35913
H: -3.31870 0.58713 2.22664

=====

Entry 7:
A single C4H8N4 molecule, computed with the ωB97M-V functional and the def2-TZVPD basis.

Results
Net charge: 0
Lowest unoccupied orbital energy: 0.8 eV
Energy above the lowest of the compared OMol25 structures with the same formula, charge and spin: 322.09 kJ/mol
Strongest force on any atom: 3.4 eV/A
Gap between HOMO and LUMO: 9.6 eV
E: -376.12578 a.u.

Cartesian coordinates (Å):
N: -1.11800 -0.86639 -0.80830
N: 0.67985 0.15585 0.36375
N: 0.96994 1.10304 1.29511
N: 1.54955 -0.87835 -1.54358
C: 1.69977 -0.39502 -0.36921
C: -2.62219 -0.80674 -0.81849
C: -0.58912 0.10124 -0.14239
C: 0.04467 1.54658 2.05209
H: -2.97696 0.17848 -0.85720
H: 2.43765 -0.90875 -2.04133
H: -1.17806 0.98753 0.04933
H: 0.31798 2.22057 2.88495
H: 2.63241 -0.46379 0.23282
H: -3.03212 -1.30185 0.05748
H: -0.97388 1.32327 1.92310
H: -2.99527 -1.31085 -1.73002

=====

Entry 8:
A single C4H6N2 molecule, computed with the ωB97M-V functional and the def2-TZVPD basis.

Results
Net charge: 0
Lowest unoccupied orbital energy: 1.1 eV
Energy above the lowest of the compared OMol25 structures with the same formula, charge and spin: 133.29 kJ/mol
Strongest force on any atom: 2.6 eV/A
Gap between HOMO and LUMO: 9.0 eV
E: -265.48480 a.u.

Cartesian coordinates (Å):
N: -1.02924 1.63663 -0.80303
N: 0.92427 0.29014 -0.50253
C: -0.40042 0.50383 -0.24031
C: -0.81254 -0.54723 0.55413
C: 1.38249 -0.83213 0.14747
C: 0.32570 -1.36288 0.80939
H: 2.40046 -1.16433 0.05845
H: 1.49116 0.90958 -1.05401
H: -1.44360 1.41005 -1.70324
H: 0.29424 -2.25101 1.43226
H: -1.20238 -0.59848 1.55261
H: -1.80150 1.94250 -0.22271

=====

- Which of these has the lowest E?
  C41H36CaClN10O4PS2